No. 1
# C3H7N3O

A 2-piece molecular cluster, C3H7N3O overall in a non-equilibrium geometry (ωB97M-V/def2-TZVPD, OMol25).

Calculated values
- Maximum force: 0.06531 Eh/bohr
- Highest occupied orbital energy: -9.037 eV
- Lowest unoccupied orbital energy: 0.94 eV
- HOMO-LUMO gap: 9.980 eV
- E_tot: -357.954120 Ha
- Net charge: 0
- SMILES: C/C=N/N.N=C=O

Positions of all 14 atoms, in Å:
C -1.9931 -0.1238 -0.0002
C 0.5431 -1.5397 -0.1668
C 0.7793 -0.2423 0.4768
N 1.1390 1.9902 0.2241
N 0.9560 0.7264 -0.2802
N -1.9680 0.4117 -1.0595
O -2.0619 -0.7175 0.9916
H -0.1046 -1.4139 -0.9816
H 1.4174 -2.0434 -0.7140
H 0.2343 -2.2316 0.6273
H 0.6596 -0.0116 1.6096
H 0.4086 2.6276 -0.1328
H 1.2188 2.0346 1.2205
H -1.2286 0.5335 -1.8147

Forces on atoms 1 to 2 (eV/Å):
0.485 -0.640 -0.456
2.250 -2.369 0.778



No. 2
# C3H8N2S

An isolated molecule of C3H8N2S in a non-equilibrium geometry (ωB97M-V/def2-TZVPD, OMol25).

Calculated values
- Maximum force: 0.04445 Eh/bohr
- Highest occupied orbital energy (spin up / spin down): -7.796 / -7.662 eV
- Lowest unoccupied orbital energy (spin up / spin down): 0.16 / 0.32 eV
- HOMO-LUMO gap (spin up / spin down): 7.956 / 7.985 eV
- E_tot: -626.621969 Ha
- Net charge: 0

Positions of all 14 atoms, in Å:
C 0.2909 0.4834 1.5921
C 0.4202 1.4990 0.4729
C -0.5183 -1.8404 -1.2958
N -0.9769 -0.0266 1.5710
N 0.3593 0.6711 -0.7527
S -1.1022 -0.1641 -0.8225
H 1.0013 -0.3869 1.3513
H 0.4197 1.0208 2.5549
H -0.4737 2.1173 0.5895
H 1.3914 1.9868 0.4508
H -0.4508 -2.0416 -2.4225
H -1.2628 -2.5823 -0.9871
H 0.5318 -2.0682 -0.8357
H 0.3702 1.3316 -1.4662

Forces on atoms 1 to 2 (eV/Å):
1.478 -0.826 -0.648
0.131 -1.028 0.095



No. 3
# C6H14NS

A 2-piece molecular cluster, C6H14NS overall in a non-equilibrium geometry (ωB97M-V/def2-TZVPD, OMol25).

Calculated values
- Maximum force: 0.02197 Eh/bohr
- Highest occupied orbital energy: -11.374 eV
- Lowest unoccupied orbital energy: -5.52 eV
- HOMO-LUMO gap: 5.857 eV
- E_tot: -689.632531 Ha
- Net charge: +1

Positions of all 22 atoms, in Å:
C 1.9970 -0.7963 -2.2947
C 2.2074 -1.1608 -3.5556
C 2.1563 1.2172 -0.9047
N 2.0799 0.6036 -2.0183
H 1.7095 -1.4285 -1.4689
H 2.4138 -0.4099 -4.3085
H 2.1649 -2.1995 -3.8446
H 2.1127 2.2991 -0.9028
H 2.2880 0.7071 0.0379
H 2.0465 1.1696 -2.8620
C -3.5042 0.9665 1.5960
C -1.9991 0.9167 1.4556
S -1.3655 -0.7598 1.8359
C 0.3613 -0.4685 1.3492
H -3.9280 1.9281 1.3020
H -3.8853 0.7549 2.5938
H -3.9628 0.2425 0.9152
H -1.5060 1.6248 2.1218
H -1.7374 1.0696 0.4051
H 0.3086 0.0225 0.3736
H 0.8821 0.1856 2.0479
H 0.7570 -1.4727 1.2128

Forces on atoms 1 to 2 (eV/Å):
0.164 0.059 -0.479
-0.186 0.019 0.624